Entry 1:
This record from the Open Molecules 2025 dataset describes C35H31MoN5O3S3 as an isolated structure at a distorted geometry. The level of theory is ωB97M-V/def2-TZVPD.

As for the expectation value of S²: 2.041. The LUMO energy (spin up / spin down) comes out at -2.825 / -2.150 eV. The value obtained for the HOMO-LUMO gap (spin up / spin down) is 4.3 / 5.0 eV. The calculation puts the HOMO energy (spin up / spin down) at -7.13 / -7.13 eV. The value obtained for the strongest force on any atom is 1.71 eV/Å.

The geometry in ORCA input format:
```
! RIJCOSX wB97M-V def2-TZVPD def2/J DEFGRID3
* xyz 0 3
Mo 0.1052 -0.0051 0.0673
C 1.0388 2.5853 -1.7919
N -0.2605 2.0178 -1.3794
C -0.9515 2.9203 -0.4249
C -2.0719 2.2072 0.3206
N -1.5709 1.1741 1.2738
C -2.6948 0.2779 1.6658
C -1.0602 1.8428 2.4700
C -1.9154 2.3637 3.4339
C -1.4139 2.9734 4.5715
C -0.0427 3.0643 4.7645
C 0.8181 2.5784 3.7975
C 0.3118 1.9787 2.6474
S 1.4140 1.4565 1.3838
C -1.0973 1.7869 -2.5461
C -1.2553 2.7551 -3.5309
C -2.0473 2.5160 -4.6407
C -2.6985 1.2970 -4.7724
C -2.5744 0.3371 -3.7857
C -1.7755 0.5770 -2.6687
S -1.7142 -0.6114 -1.3835
H 0.9404 3.6057 -2.1720
H 1.4682 1.9618 -2.5748
H 1.7136 2.6113 -0.9396
H -1.3872 3.7716 -0.9594
H -0.2143 3.3062 0.2780
H -2.7311 1.7207 -0.3972
H -2.6591 2.9557 0.8608
H -3.6106 0.8459 1.8449
H -2.4206 -0.2620 2.5680
H -2.8906 -0.4407 0.8777
H -2.9881 2.2871 3.3116
H -2.0954 3.3807 5.3060
H 0.3550 3.5132 5.6647
H 1.8915 2.6495 3.9170
H -0.7525 3.7101 -3.4398
H -2.1549 3.2746 -5.4035
H -3.3102 1.0955 -5.6418
H -3.0873 -0.6128 -3.8642
C -1.8106 -5.3471 0.0702
C -1.0087 -4.6119 -0.8208
C -0.4177 -3.4466 -0.4169
C -0.6016 -2.9376 0.8914
C -0.0379 -1.6803 1.3146
C -0.0140 -1.4390 2.6811
C -0.6559 -2.2777 3.6085
C -1.3570 -3.3698 3.1785
C -1.3210 -3.7466 1.8155
C -1.9451 -4.9330 1.3648
H -2.2861 -6.2599 -0.2636
H -0.8514 -4.9844 -1.8250
H 0.2485 -2.9232 -1.0872
H 0.4867 -0.5607 3.0706
H -0.6273 -2.0249 4.6612
H -1.9085 -3.9819 3.8823
H -2.5109 -5.5249 2.0745
O 5.9589 -1.8892 -8.6085
S 5.3932 -2.4733 -7.4171
O 3.9871 -2.8009 -7.5011
O 6.2207 -3.4665 -6.7472
C 5.5133 -1.1718 -6.1114
N 6.5452 -0.3297 -6.1681
C 6.7040 0.4874 -5.1351
C 5.8357 0.4893 -4.0529
C 4.7773 -0.4094 -4.1086
N 4.6185 -1.2397 -5.1359
C 3.7397 -0.4770 -3.0751
C 2.4479 -0.8756 -3.4182
C 1.4632 -0.8869 -2.4632
N 1.6670 -0.5284 -1.1719
C 2.9472 -0.2461 -0.8276
C 3.9806 -0.1940 -1.7295
H 7.5492 1.1657 -5.1849
H 5.9488 1.1844 -3.2300
H 2.2419 -1.1766 -4.4371
H 0.4541 -1.1692 -2.7280
H 3.1328 -0.0639 0.2208
H 4.9787 0.0387 -1.3857
*
```


Entry 2:
This record from the Open Molecules 2025 dataset describes C38H24BrF4IrN4OP as an isolated structure at a distorted geometry. The level of theory is ωB97M-V/def2-TZVPD.

The LUMO energy (spin up / spin down) comes out at -12.214 / -12.221 eV. The value obtained for the HOMO-LUMO gap (spin up / spin down) is 2.5 / 2.5 eV. The calculation puts the HOMO energy (spin up / spin down) at -14.71 / -14.72 eV. The value obtained for the strongest force on any atom is 2.33 eV/Å.

The geometry in ORCA input format:
```
! RIJCOSX wB97M-V def2-TZVPD def2/J DEFGRID3
* xyz 3 1
Ir 2.3632 0.1501 0.5785
C -8.4332 1.2762 -7.8757
O -8.2799 0.9339 -6.4705
C -7.1268 0.8899 -5.8925
C -5.8860 1.1652 -6.5451
C -4.7323 1.0857 -5.8282
C -4.7446 0.7363 -4.4519
C -5.9847 0.4644 -3.8118
C -7.1467 0.5370 -4.5065
C -3.5448 0.6445 -3.6691
N -3.5341 0.3267 -2.3803
C -2.2375 0.3445 -2.0134
C -1.4212 0.6815 -3.0893
N -2.2673 0.8702 -4.1368
C 0.0011 0.7974 -2.9770
C 0.8857 1.1596 -4.0022
C 2.2300 1.2332 -3.7338
C 2.6830 0.9459 -2.4481
N 1.8638 0.6084 -1.4576
C 0.5350 0.5302 -1.7060
C -0.3034 0.1714 -0.5802
N 0.3252 -0.0500 0.6108
C -0.4287 -0.3214 1.6723
C -1.8172 -0.4244 1.6127
C -2.4596 -0.2291 0.4166
C -1.6889 0.0849 -0.7101
H -9.5002 1.2272 -8.0559
H -7.9086 0.5432 -8.4851
H -8.0632 2.2856 -8.0438
H -5.8661 1.4319 -7.5915
H -3.8002 1.2970 -6.3354
H -5.9793 0.1996 -2.7646
H -8.1063 0.3358 -4.0502
H -2.0130 1.1246 -5.0769
H 0.5235 1.3810 -4.9979
H 2.9417 1.5079 -4.4987
H 3.7408 0.9767 -2.2272
H 0.0864 -0.4516 2.6107
H -2.3642 -0.6564 2.5152
H -3.5358 -0.2974 0.3307
F 8.6871 -0.0921 3.6271
C 7.3968 -0.1999 3.4304
C 6.5693 -0.6684 4.4426
F 7.0783 -1.0045 5.6052
C 5.2035 -0.7788 4.2191
F 4.4421 -1.2321 5.2071
C 4.6264 -0.4294 3.0048
P 2.8237 -0.5111 2.7499
C 2.3914 -2.2119 3.1453
C 3.2494 -3.2187 2.6951
C 2.9463 -4.5485 2.9340
C 1.7862 -4.8823 3.6195
C 0.9268 -3.8866 4.0639
C 1.2219 -2.5536 3.8257
C 2.1095 0.6406 3.9347
C 1.8633 0.3264 5.2717
C 1.3691 1.3010 6.1252
C 1.1277 2.5857 5.6560
C 1.3722 2.9047 4.3255
C 1.8585 1.9328 3.4690
C 5.4865 0.0295 2.0198
Br 4.8023 0.5436 0.3180
C 6.8469 0.1526 2.2022
F 7.6245 0.5955 1.2278
H 4.1632 -2.9690 2.1677
H 3.6200 -5.3236 2.5952
H 1.5561 -5.9205 3.8166
H 0.0332 -4.1485 4.6141
H 0.5577 -1.7918 4.2139
H 2.0675 -0.6645 5.6531
H 1.1806 1.0581 7.1620
H 0.7538 3.3438 6.3307
H 1.1890 3.9067 3.9626
H 2.0633 2.1976 2.4301
*
```


Entry 3:
This record from the Open Molecules 2025 dataset describes C5H8N2 in the gas phase. The level of theory is ωB97M-V/def2-TZVPD.

Its energy above the lowest of the compared OMol25 structures with the same formula, charge and spin is 403.8 kJ/mol. The LUMO energy comes out at -0.040 eV. The value obtained for the HOMO-LUMO gap is 8.1 eV. The calculation puts the HOMO energy at -8.09 eV. The value obtained for the strongest force on any atom is 0.37 eV/Å.

The geometry in ORCA input format:
```
! RIJCOSX wB97M-V def2-TZVPD def2/J DEFGRID3
* xyz 0 1
C 0.4328 -1.3822 1.8843
C 0.1191 -0.8506 0.4697
C 0.3892 -2.0262 -0.2206
N -0.4104 0.1844 -2.1229
C -0.3070 0.9830 -1.1238
N -0.3689 2.3772 -1.1772
C -0.1369 0.4486 0.2326
H 1.4471 -1.0906 2.1574
H -0.3020 -0.9301 2.5496
H 0.3639 -2.4723 1.9995
H -0.4527 -2.7385 -0.1806
H -0.4698 0.7003 -3.0039
H 0.1349 2.8688 -0.4520
H -0.2384 2.7982 -2.0876
H -0.2009 1.1301 1.0755
*
```


Entry 4:
This record from the Open Molecules 2025 dataset describes C25H41BrGeMnNO4S as an isolated structure. The level of theory is ωB97M-V/def2-TZVPD.

As for the expectation value of S²: 8.817. Its energy above the lowest of the compared OMol25 structures with the same formula, charge and spin is 28.7 kJ/mol. The LUMO energy (spin up / spin down) comes out at -10.205 / -13.433 eV. The value obtained for the HOMO-LUMO gap (spin up / spin down) is 6.8 / 3.6 eV. The calculation puts the HOMO energy (spin up / spin down) at -16.99 / -17.07 eV. The value obtained for the strongest force on any atom is 0.64 eV/Å.

The geometry in ORCA input format:
```
! RIJCOSX wB97M-V def2-TZVPD def2/J DEFGRID3
* xyz 3 6
Mn -0.4021 -0.1285 -0.1509
C 2.0540 2.9309 0.7884
C 2.3579 1.6689 1.5772
C 2.3019 1.9648 3.0700
C 3.6947 1.0433 1.2157
O 1.3060 0.6738 1.2605
Ge 0.1576 0.0430 2.5716
O -1.2170 0.7459 1.3002
C -2.6475 0.9951 1.5886
C -2.8534 2.5002 1.6442
C -3.4494 0.2825 0.5080
C -2.9657 0.3828 2.9475
O -0.1491 -1.4509 1.0751
C 0.1225 -2.8903 1.1646
C -1.1421 -3.6312 0.7722
C 1.3089 -3.2155 0.2722
C 0.4758 -3.1618 2.6209
H 2.8200 3.6857 0.9690
H 2.0461 2.7341 -0.2806
H 1.0903 3.3563 1.0758
H 3.0783 2.6855 3.3270
H 1.3458 2.4105 3.3631
H 2.4884 1.0729 3.6722
H 4.5107 1.6578 1.5978
H 3.7903 0.0548 1.6621
H 3.8291 0.9607 0.1371
H -2.4218 3.0226 0.7922
H -3.9171 2.7324 1.6933
H -2.3847 2.9103 2.5389
H -3.0872 0.5108 -0.5024
H -3.4026 -0.7991 0.6522
H -4.4962 0.5838 0.5376
H -2.4000 0.8612 3.7480
H -4.0230 0.5347 3.1699
H -2.7739 -0.6926 2.9630
H -1.4859 -3.3076 -0.2123
H -0.9520 -4.7045 0.7429
H -1.9447 -3.4503 1.4871
H 1.0707 -3.1233 -0.7907
H 2.1475 -2.5548 0.4938
H 1.6356 -4.2415 0.4423
H -0.3408 -2.8865 3.2899
H 0.6684 -4.2265 2.7574
H 1.3833 -2.6301 2.9139
C -2.1661 4.4832 -2.7663
C -1.1144 3.4244 -2.6206
C 0.0693 3.4362 -3.3546
C 1.0159 2.4360 -3.1821
C 0.7454 1.4594 -2.2494
Br 1.9568 0.0440 -1.9347
N -0.3642 1.4312 -1.5027
C -1.2820 2.3891 -1.7099
H -1.9612 5.1238 -3.6205
H -2.1969 5.1122 -1.8755
H -3.1531 4.0414 -2.9011
H 0.2551 4.2291 -4.0683
H 1.9398 2.4234 -3.7430
H -2.1786 2.3287 -1.1117
C -0.7715 -1.3433 -4.3764
S -0.4755 -2.2013 -2.8208
O -1.0327 -1.3053 -1.7341
C -1.6843 -3.4957 -3.0592
C -2.9961 -3.3693 -2.5157
C -3.9081 -4.3541 -2.7613
C -3.5147 -5.4867 -3.5144
C -2.1894 -5.6106 -4.0369
C -1.2747 -4.6220 -3.7988
H -1.8200 -1.0681 -4.4665
H -0.4419 -1.9855 -5.1932
H -0.1314 -0.4624 -4.3262
H -3.2424 -2.4887 -1.9363
H -4.9236 -4.2940 -2.3936
H -4.2271 -6.2837 -3.6939
H -1.9339 -6.4936 -4.6081
H -0.2579 -4.6960 -4.1657
*
```


Entry 5:
This record from the Open Molecules 2025 dataset describes C53H115AsF6N8O14SV as an isolated structure at a distorted geometry. The level of theory is ωB97M-V/def2-TZVPD.

As for the expectation value of S²: 0.772. The LUMO energy (spin up / spin down) comes out at -0.051 / -0.049 eV. The value obtained for the HOMO-LUMO gap (spin up / spin down) is 7.5 / 7.5 eV. The calculation puts the HOMO energy (spin up / spin down) at -7.56 / -7.56 eV. The value obtained for the strongest force on any atom is 2.59 eV/Å.

The geometry in ORCA input format:
```
! RIJCOSX wB97M-V def2-TZVPD def2/J DEFGRID3
* xyz 0 2
O -10.1008 -0.5512 24.3938
V -10.0842 0.7706 23.5381
As -7.1482 -0.2574 21.2067
F -7.9704 -1.8478 21.3958
F -8.4827 0.5448 22.2275
F -6.3434 1.3486 21.1320
F -5.8712 -0.9227 20.2347
F -8.1268 0.1892 19.7699
F -6.2766 -0.5350 22.7589
C -13.6480 1.8185 25.3433
C -12.5793 1.1339 24.5249
O -12.7656 0.0164 24.0481
O -11.4268 1.7083 24.4701
H -13.4018 2.7847 25.7896
H -13.8388 1.1867 26.2171
H -14.5876 1.8485 24.7847
C -11.9226 -4.7950 30.0194
C -13.2443 -4.4195 29.3679
C -13.6655 -2.9978 29.6075
C -12.6281 -2.0201 28.9244
C -12.8269 -2.1877 27.3612
C -12.3998 -3.6283 27.0107
N -13.1889 -4.5328 27.8669
O -12.7798 -5.9057 27.5757
C -12.7262 -3.9446 25.5776
C -10.9456 -3.7444 27.2666
C -14.2645 -5.4351 29.8733
H -12.1566 -4.9036 31.0818
H -11.1478 -4.0463 29.9127
H -11.6113 -5.7759 29.6733
H -14.6066 -2.8888 29.0423
H -13.9021 -2.7782 30.6485
H -11.5892 -2.1114 29.2560
H -12.8684 -0.9931 29.2252
H -12.1774 -1.4714 26.8532
H -13.8430 -2.0267 27.0214
H -12.3503 -3.0879 25.0133
H -12.1769 -4.8523 25.3173
H -13.7746 -3.9262 25.2807
H -10.4040 -3.2691 26.4425
H -10.6145 -3.2833 28.1856
H -10.6574 -4.7963 27.3723
H -14.3565 -5.1548 30.9266
H -13.8933 -6.4712 29.8466
H -15.2266 -5.4161 29.3679
H -13.4657 -6.2195 26.9840
C -6.2556 -4.1712 22.4780
C -6.7510 -5.5436 22.0682
C -6.7021 -6.6567 23.1734
C -7.8178 -6.4006 24.2552
C -9.2682 -6.4948 23.6260
C -9.3642 -5.3588 22.4703
N -8.1596 -5.4562 21.6076
O -8.3448 -4.5603 20.4659
C -10.5280 -5.6419 21.5764
C -9.4564 -3.9741 23.1212
C -5.9103 -5.9970 20.8058
H -5.2422 -4.2120 22.8561
H -6.9012 -3.6375 23.1526
H -6.1857 -3.5674 21.5636
H -6.9556 -7.5593 22.6245
H -5.7369 -6.6091 23.6921
H -7.7536 -5.4142 24.6991
H -7.6414 -7.0574 25.1220
H -10.0061 -6.3402 24.4475
H -9.4856 -7.4393 23.1161
H -11.4231 -5.6044 22.1888
H -10.4951 -4.9527 20.7369
H -10.4665 -6.6250 21.0895
H -10.3864 -3.7868 23.6722
H -8.6327 -3.7872 23.8033
H -9.2937 -3.2313 22.3726
H -4.9305 -6.3202 21.1369
H -5.8744 -5.1896 20.0660
H -6.3790 -6.8328 20.2862
H -8.0508 -3.6736 20.7358
C -2.7094 -0.5798 25.4133
C -3.5050 -1.4337 26.4105
C -3.5474 -0.8079 27.8455
C -4.5331 -1.6353 28.7389
C -5.9326 -1.4256 28.1816
C -5.9959 -2.0199 26.7222
N -4.8942 -1.4821 25.8775
O -4.8127 -2.2709 24.6645
C -5.8914 -3.5555 26.8029
C -7.2876 -1.6213 25.9495
C -2.9147 -2.8758 26.3758
H -2.6463 -1.0488 24.4305
H -1.6953 -0.4793 25.7842
H -3.1400 0.4001 25.2770
H -2.5472 -0.8265 28.2776
H -3.7897 0.2493 27.8056
H -4.4726 -1.2357 29.7379
H -4.2606 -2.6824 28.6894
H -6.0888 -0.3403 28.1534
H -6.6761 -2.0300 28.7277
H -5.6993 -3.8912 25.7982
H -5.1051 -3.9128 27.4592
H -6.8170 -4.0249 27.1668
H -8.1998 -1.8416 26.5090
H -7.2953 -0.5696 25.6858
H -7.3153 -2.1607 25.0143
H -3.1849 -3.4722 27.2449
H -1.8232 -2.8350 26.4062
H -3.2640 -3.3608 25.4711
H -5.2674 -1.7175 24.0117
C -16.8065 -0.6840 25.2961
C -17.2510 -0.0359 24.0011
C -18.0278 1.3123 24.1700
C -18.0953 2.0359 22.8151
C -16.7163 2.2904 22.1611
C -16.0643 0.9512 21.9599
N -16.0090 0.2736 23.2725
O -15.3062 -0.9974 23.0882
C -16.7570 0.0583 20.9637
C -14.5833 1.0725 21.5403
C -18.1827 -1.0529 23.3390
H -17.6703 -0.7715 25.9649
H -16.0808 -0.0547 25.8160
H -16.3259 -1.6439 25.1269
H -19.0206 1.2388 24.6359
H -17.4030 1.8947 24.8429
H -18.5776 3.0046 22.8935
H -18.7328 1.4495 22.1483
H -16.0884 2.9401 22.8039
H -16.9054 2.7027 21.1650
H -17.8184 0.2862 20.9902
H -16.3420 0.2023 19.9686
H -16.4449 -0.9536 21.1887
H -14.0555 0.1324 21.3595
H -14.5373 1.6718 20.6224
H -14.1103 1.6338 22.3639
H -18.8527 -1.4772 24.0807
H -17.6130 -1.8991 22.9522
H -18.7982 -0.6464 22.5404
H -14.3912 -0.8325 23.3821
O -9.3320 7.4555 24.5691
S -10.0454 6.7706 25.5958
O -9.3624 6.0115 26.5978
O -10.9565 7.7677 26.4535
C -11.6575 8.9550 25.8370
C -13.0918 8.5972 25.3794
C -11.2467 5.6836 24.8097
H -11.0112 9.2533 25.0200
H -11.7037 9.6134 26.6950
H -13.0566 7.8699 24.5680
H -13.5436 9.5182 25.0351
H -13.8047 8.1866 26.1195
H -11.8254 6.2035 24.0346
H -11.9736 5.3646 25.5492
H -10.6815 4.8143 24.4121
C -8.2869 2.4848 25.3075
O -8.6968 1.8940 24.3213
N -7.0091 2.6017 25.4698
C -6.4351 3.4179 26.5374
C -6.0438 2.0975 24.5165
H -8.9592 2.9528 26.0392
H -5.6886 2.9002 27.1592
H -7.1887 3.7441 27.2339
H -6.0582 4.2521 25.9382
H -5.4051 1.3498 24.9906
H -6.5672 1.7531 23.6390
H -5.4286 2.9413 24.2080
C -9.9043 1.0801 28.5467
O -10.2937 0.1546 27.8611
N -10.5768 2.1915 28.8101
C -10.0477 3.1726 29.6960
C -11.8753 2.3226 28.2961
H -8.9031 1.0015 28.9894
H -9.0869 2.8532 30.0919
H -10.7471 3.2333 30.5355
H -9.8778 4.1542 29.2416
H -12.4800 2.6876 29.1597
H -12.0334 3.0918 27.5237
H -12.1103 1.3796 27.8045
C -11.0644 -1.0509 20.8308
O -11.1077 -0.2904 21.7843
N -11.9088 -2.0599 20.6366
C -12.0461 -2.6810 19.3307
C -12.7930 -2.5064 21.6750
H -10.3494 -0.9610 20.0012
H -11.8729 -3.7603 19.3628
H -11.3203 -2.2371 18.6669
H -13.0695 -2.4554 19.0041
H -13.7934 -2.4684 21.2730
H -12.5264 -3.5209 21.9818
H -12.6216 -1.8227 22.5220
C -10.4265 2.9152 20.9560
O -10.4931 2.3664 22.0465
N -11.3138 3.8049 20.5582
C -11.2918 4.4307 19.2530
C -12.4132 4.0725 21.4264
H -9.6155 2.7047 20.2477
H -10.4022 4.1308 18.7165
H -11.3181 5.5023 19.4293
H -12.1608 4.1291 18.6726
H -12.2527 3.4684 22.3258
H -12.5019 5.1431 21.5905
H -13.3329 3.6467 21.0353
*
```